# C3H2N2O3

An isolated molecule of C3H2N2O3 in a non-equilibrium geometry (ωB97M-V/def2-TZVPD, the Open Molecules 2025 dataset).

Its structure (SMILES) is O=C1ON=N/C1=C\O. The HOMO-LUMO gap comes out at 8.4 eV. The value obtained for the total energy is -12261.7616 eV. The LUMO energy comes out at -0.044 hartree. Its relative energy (zero: lowest compared OMol25 entry of this formula, charge and spin) is 120.4 kcal/mol. The HOMO energy is -9.61 eV. The max |F| is 8.078 eV/A.

Cartesian coordinates (Å):
C  0.92129  0.69049  -0.47837
C  -0.11073  -0.19792  -0.01447
C  -0.18553  -1.45383  0.62495
H  1.31846  2.43701  -1.01757
H  1.96246  0.64886  -0.17016
N  -1.34018  0.36379  -0.28431
N  -2.20206  -0.49810  0.17294
O  0.61185  1.77578  -1.09599
O  -1.50496  -1.74610  0.70629
O  0.52941  -2.01998  1.55669



# C3H2N2O4

An isolated molecule of C3H2N2O4 in a non-equilibrium geometry (ωB97M-V/def2-TZVPD, the Open Molecules 2025 dataset).

Its structure (SMILES) is O=C1NC(=O)N(O)C1=O. The HOMO-LUMO gap comes out at 10.3 eV. The value obtained for the total energy is -14311.7390 eV. The LUMO energy comes out at -0.002 hartree. Its relative energy (zero: lowest compared OMol25 entry of this formula, charge and spin) is 0.0 kcal/mol. The HOMO energy is -10.40 eV. The max |F| is 3.905 eV/A.

Cartesian coordinates (Å):
N  0.78054  -0.01400  0.49119
N  -1.43943  -0.40344  0.12518
C  -0.83656  -0.45533  -1.10485
C  0.82924  -0.52978  -0.75893
C  -0.54363  0.42418  0.82397
O  1.89620  0.38065  1.21328
O  -1.33759  -0.72227  -2.15763
O  1.71699  -0.70231  -1.52636
O  -0.79170  1.15254  1.74263
H  2.16563  1.25134  0.86608
H  -2.43970  -0.38158  0.28543



# C3H2N2OS

A structure of composition C3H2N2OS in a non-equilibrium geometry (ωB97M-V/def2-TZVPD, the Open Molecules 2025 dataset).

The HOMO-LUMO gap comes out at 7.6 eV. The value obtained for the total energy is -19002.7670 eV. The LUMO energy comes out at -0.070 hartree. Its relative energy (zero: lowest compared OMol25 entry of this formula, charge and spin) is 64.2 kcal/mol. The HOMO energy is -9.50 eV. The max |F| is 5.396 eV/A.

Cartesian coordinates (Å):
C  1.12343  -0.69484  -0.28826
C  -0.28150  -0.25206  -0.17590
C  -1.96157  0.88693  -0.07480
H  1.32155  -1.72562  -0.25085
H  -2.74034  1.75293  0.02512
N  -0.55128  1.07755  -0.21459
N  -2.40302  -0.31126  0.37732
O  -1.30809  -1.09801  -0.03282
S  2.45509  0.23453  0.16143



# C3H2N2OS2

An isolated molecule of C3H2N2OS2 (ωB97M-V/def2-TZVPD, the Open Molecules 2025 dataset).

Its structure (SMILES) is S=c1nconc1S. The HOMO-LUMO gap comes out at 8.1 eV. The value obtained for the total energy is -29839.0600 eV. The LUMO energy comes out at -0.041 hartree. Its relative energy (zero: lowest compared OMol25 entry of this formula, charge and spin) is 40.0 kcal/mol. The HOMO energy is -9.18 eV. The max |F| is 0.785 eV/A.

Cartesian coordinates (Å):
C  0.21059  0.14286  0.62449
C  -1.95565  -1.19719  0.10457
C  -0.16978  -0.11690  -0.78465
H  1.54771  0.98673  2.24923
H  -2.87559  -1.79797  0.06382
N  -0.46465  -0.25393  1.64590
N  -1.34492  -0.84489  -0.95285
O  -1.61405  -0.97764  1.36754
S  1.67697  1.05456  0.92549
S  0.72280  0.40491  -2.03618



# C3H2N2S2

An isolated molecule of C3H2N2S2 in a non-equilibrium geometry (ωB97M-V/def2-TZVPD, the Open Molecules 2025 dataset).

The HOMO-LUMO gap (alpha / beta) comes out at 6.5 / 6.6 eV. The value obtained for the total energy is -27788.6922 eV. The LUMO energy (alpha / beta) comes out at -0.065 / -0.065 hartree. Its relative energy (zero: lowest compared OMol25 entry of this formula, charge and spin) is 103.0 kcal/mol. The HOMO energy (alpha / beta) is -8.29 / -8.31 eV. The max |F| is 1.513 eV/A.

Cartesian coordinates (Å):
C  -0.05938  1.05949  -0.89716
C  -2.25618  1.86673  -1.05755
C  0.26028  -0.02864  -0.22695
N  -1.78914  2.94839  -1.35458
N  -0.63249  3.49606  -1.61404
S  -3.32377  0.87277  -0.43003
S  0.62612  2.50063  -1.35338
H  0.86292  0.02646  0.69174
H  -0.29562  -0.93736  -0.42180



# C3H2N3PS

An isolated molecule of C3H2N3PS in a non-equilibrium geometry (ωB97M-V/def2-TZVPD, the Open Molecules 2025 dataset).

The HOMO-LUMO gap (alpha / beta) comes out at 6.9 / 6.9 eV. The value obtained for the total energy is -27732.5068 eV. The LUMO energy (alpha / beta) comes out at -0.041 / -0.041 hartree. Its relative energy (zero: lowest compared OMol25 entry of this formula, charge and spin) is 68.9 kcal/mol. The HOMO energy (alpha / beta) is -8.00 / -8.00 eV. The max |F| is 3.649 eV/A.

Cartesian coordinates (Å):
C  -1.79019  1.64394  -0.40236
C  -3.48664  -1.21045  0.18691
C  -0.16445  0.04233  0.45930
N  -1.09372  0.83712  0.11292
N  -4.01366  -0.11399  0.07109
N  -4.18424  1.15711  0.23140
P  -3.33815  2.40535  -0.15941
S  -3.22438  -2.75110  0.02880
H  0.83704  0.42558  0.34376
H  -0.36656  -0.83911  1.10539



# C3H2N4

An isolated molecule of C3H2N4 in a non-equilibrium geometry (ωB97M-V/def2-TZVPD, the Open Molecules 2025 dataset).

The HOMO-LUMO gap comes out at 10.0 eV. The value obtained for the total energy is -9099.7932 eV. The LUMO energy comes out at 0.002 hartree. Its relative energy (zero: lowest compared OMol25 entry of this formula, charge and spin) is 71.5 kcal/mol. The HOMO energy is -9.96 eV. The max |F| is 1.097 eV/A.

Cartesian coordinates (Å):
N  -0.86925  -1.84762  1.25927
C  0.18488  -2.15024  0.77480
C  0.13594  -0.61582  0.42868
C  -0.33718  -0.02086  -0.71601
N  0.12918  1.23584  -0.61230
N  0.82747  1.41858  0.51736
N  0.82972  0.29893  1.15711
H  -0.92371  -0.38928  -1.54026
H  0.01288  2.01237  -1.24337



# C3H2N4O

An isolated molecule of C3H2N4O in a non-equilibrium geometry (ωB97M-V/def2-TZVPD, the Open Molecules 2025 dataset).

Its structure (SMILES) is c1nc2oncn2n1. The HOMO-LUMO gap comes out at 10.7 eV. The value obtained for the total energy is -11148.2811 eV. The LUMO energy comes out at 0.013 hartree. Its relative energy (zero: lowest compared OMol25 entry of this formula, charge and spin) is 22.9 kcal/mol. The HOMO energy is -10.38 eV. The max |F| is 3.083 eV/A.

Cartesian coordinates (Å):
C  -0.78776  1.13375  1.45590
C  -0.17620  0.49732  -0.48076
C  0.86612  -1.40199  -0.14811
H  -1.11579  1.74278  2.26406
H  1.48178  -2.28977  0.16177
N  -0.88436  1.46236  0.07850
N  0.72067  -1.26534  -1.45420
N  0.33296  -0.29040  0.48178
N  0.03542  0.11327  1.73242
O  -0.15149  -0.12084  -1.65720



# C3H2N4O

An isolated molecule of C3H2N4O in a non-equilibrium geometry (ωB97M-V/def2-TZVPD, the Open Molecules 2025 dataset).

Its structure (SMILES) is O=c1nnccnn1. The HOMO-LUMO gap comes out at 8.2 eV. The value obtained for the total energy is -11144.8016 eV. The LUMO energy comes out at -0.074 hartree. Its relative energy (zero: lowest compared OMol25 entry of this formula, charge and spin) is 103.1 kcal/mol. The HOMO energy is -10.16 eV. The max |F| is 6.249 eV/A.

Cartesian coordinates (Å):
C  0.03564  1.21161  -0.94085
C  -0.33844  -0.45365  1.05747
C  0.60065  -0.98486  0.22123
H  -0.60321  -0.96403  2.19618
H  1.37795  -1.56730  0.88818
N  -1.19007  1.45137  -0.13284
N  -1.43905  0.39501  0.70475
N  0.53051  -1.10265  -1.30391
N  0.08847  -0.04830  -1.83588
O  0.93754  2.06279  -0.85434



# C3H2N4S

An isolated molecule of C3H2N4S in a non-equilibrium geometry (ωB97M-V/def2-TZVPD, the Open Molecules 2025 dataset).

Its structure (SMILES) is S=c1nccnnn1. The HOMO-LUMO gap comes out at 8.1 eV. The value obtained for the total energy is -19934.7673 eV. The LUMO energy comes out at -0.049 hartree. Its relative energy (zero: lowest compared OMol25 entry of this formula, charge and spin) is 57.6 kcal/mol. The HOMO energy is -9.40 eV. The max |F| is 2.749 eV/A.

Cartesian coordinates (Å):
C  1.37266  -0.21988  -0.37133
C  -0.40669  1.13849  -0.24085
C  -1.17441  0.11165  0.60754
H  -0.80985  2.04370  -0.49858
H  -1.82458  0.60899  1.32617
N  0.79244  1.02873  -0.62805
N  -1.01263  -1.14707  0.67453
N  -0.37448  -1.79212  -0.40200
N  0.67116  -1.39098  -0.91119
S  2.76638  -0.38151  0.44376



# C3H2NO2S2

The ion C3H2NO2S2 with charge -1 in a non-equilibrium geometry (ωB97M-V/def2-TZVPD, the Open Molecules 2025 dataset).

The HOMO-LUMO gap comes out at 6.3 eV. The value obtained for the total energy is -30396.3295 eV. The LUMO energy comes out at 0.089 hartree. Its relative energy (zero: lowest compared OMol25 entry of this formula, charge and spin) is 84.0 kcal/mol. The HOMO energy is -3.88 eV. The total charge is -1. The max |F| is 2.311 eV/A.

Cartesian coordinates (Å):
C  -1.90872  -0.31844  0.03289
C  -0.30974  0.39651  -0.15487
C  2.15229  0.12548  -0.09078
N  0.97200  -0.06184  0.42930
O  1.01363  -0.35678  1.68572
O  -2.65365  0.31814  0.72539
S  3.52125  -0.29503  -0.73585
S  -2.10827  -1.65407  -0.91811
H  -0.16928  0.45794  -1.23502
H  -0.50950  1.38808  0.26133



# C3H2NO3

A cluster of 2 separate species, C3H2NO3 in total in a non-equilibrium geometry (ωB97M-V/def2-TZVPD, the Open Molecules 2025 dataset).

The HOMO-LUMO gap comes out at 8.0 eV. The value obtained for the total energy is -10774.7824 eV. The LUMO energy comes out at 0.150 hartree. Its relative energy (zero: lowest compared OMol25 entry of this formula, charge and spin) is 68.9 kcal/mol. The HOMO energy is -3.90 eV. The total charge is -1. The max |F| is 2.642 eV/A.

Cartesian coordinates (Å):
C  -1.28079  -0.01029  0.15754
C  1.79871  0.10740  -0.04276
C  0.60946  0.80685  -0.22643
N  -1.47164  -1.17009  0.62470
O  2.59482  -0.75853  -0.27994
O  -1.99239  0.88448  -0.20933
O  1.58304  0.99233  0.94051
H  0.53039  1.67735  -0.86309
H  -0.65678  -1.73946  0.79907



# C3H2NO3

The ion C3H2NO3 with charge +1 in a non-equilibrium geometry (ωB97M-V/def2-TZVPD, the Open Molecules 2025 dataset).

The HOMO-LUMO gap comes out at 9.5 eV. The value obtained for the total energy is -10763.7511 eV. The LUMO energy comes out at -0.240 hartree. Its relative energy (zero: lowest compared OMol25 entry of this formula, charge and spin) is 72.5 kcal/mol. The HOMO energy is -15.99 eV. The total charge is +1. The max |F| is 4.062 eV/A.

Cartesian coordinates (Å):
C  0.04164  0.65768  0.86971
C  0.51297  0.77343  -0.42131
C  -0.45941  -0.28321  1.70931
N  -0.33736  -1.41301  -1.39076
O  -0.94870  -1.07064  2.38098
O  -0.19749  -1.93137  -2.37757
O  0.46713  -0.00294  -1.43775
H  0.29880  1.52030  1.36464
H  0.62242  1.74976  -0.69726



# C3H2NO3S

The ion C3H2NO3S with charge -1 in a non-equilibrium geometry (ωB97M-V/def2-TZVPD, the Open Molecules 2025 dataset).

The HOMO-LUMO gap comes out at 7.9 eV. The value obtained for the total energy is -21611.0212 eV. The LUMO energy comes out at 0.143 hartree. Its relative energy (zero: lowest compared OMol25 entry of this formula, charge and spin) is 42.0 kcal/mol. The HOMO energy is -3.97 eV. The total charge is -1. The max |F| is 3.819 eV/A.

Cartesian coordinates (Å):
C  -0.18121  0.66538  -0.25561
C  -0.41548  -0.57885  0.29661
C  -2.28503  0.32048  -0.29259
N  -1.32878  1.25884  -0.60925
O  -4.36848  -1.15437  -0.66737
O  -4.52249  0.42170  1.28616
O  -1.75166  -0.77666  0.20174
S  -4.27835  0.24700  -0.19364
H  0.70612  1.21645  -0.40984
H  0.33170  -1.30935  0.54014



# C3H2NOS2

The ion C3H2NOS2 with charge -1 in a non-equilibrium geometry (ωB97M-V/def2-TZVPD, the Open Molecules 2025 dataset).

The HOMO-LUMO gap (alpha / beta) comes out at 5.5 / 5.5 eV. The value obtained for the total energy is -28349.0684 eV. The LUMO energy (alpha / beta) comes out at 0.126 / 0.126 hartree. Its relative energy (zero: lowest compared OMol25 entry of this formula, charge and spin) is 110.2 kcal/mol. The HOMO energy (alpha / beta) is -2.04 / -2.04 eV. The total charge is -1. The max |F| is 2.922 eV/A.

Cartesian coordinates (Å):
C  -0.37072  -1.61477  0.18491
C  1.10403  0.07001  -0.49383
C  -1.16061  0.99499  -0.14258
N  0.77816  -1.06637  -0.01440
O  -1.85146  1.93730  -0.32246
S  2.02848  1.05942  0.51719
S  -1.87444  -0.65140  0.38527
H  -0.59913  -2.69540  0.33860
H  1.94568  1.96622  -0.45270



# C3H2O2

A cluster of 2 separate species, C3H2O2 in total in a non-equilibrium geometry (ωB97M-V/def2-TZVPD, the Open Molecules 2025 dataset).

The HOMO-LUMO gap (alpha / beta) comes out at 7.6 / 7.5 eV. The value obtained for the total energy is -7228.8433 eV. The LUMO energy (alpha / beta) comes out at -0.059 / -0.069 hartree. Its relative energy (zero: lowest compared OMol25 entry of this formula, charge and spin) is 185.8 kcal/mol. The HOMO energy (alpha / beta) is -9.22 / -9.41 eV. The max |F| is 6.140 eV/A.

Cartesian coordinates (Å):
C  -0.89640  1.10521  0.24295
C  0.84927  -0.37459  -0.48509
C  2.05598  0.12504  -0.07822
O  2.96124  0.89980  0.00515
O  1.54770  -1.05357  0.53998
H  -0.07191  1.66149  0.67602
H  0.32821  -0.65685  -1.23796



# C3H2O2

A cluster of 2 separate species, C3H2O2 in total in a non-equilibrium geometry (ωB97M-V/def2-TZVPD, the Open Molecules 2025 dataset).

The HOMO-LUMO gap comes out at 9.8 eV. The value obtained for the total energy is -7236.4416 eV. The LUMO energy comes out at 0.010 hartree. Its relative energy (zero: lowest compared OMol25 entry of this formula, charge and spin) is 10.6 kcal/mol. The HOMO energy is -9.55 eV. The max |F| is 4.213 eV/A.

Cartesian coordinates (Å):
C  -0.21095  -1.70818  -0.64730
C  0.43164  -0.73979  -0.06381
C  2.15669  -2.54395  -1.50345
O  -0.88716  -2.55992  -1.15866
O  1.77297  -3.29739  -2.24976
H  1.57198  -0.68458  -0.20070
H  -0.17788  0.11806  0.39503



# C3H2O2

An isolated molecule of C3H2O2 in a non-equilibrium geometry (ωB97M-V/def2-TZVPD, the Open Molecules 2025 dataset).

Its structure (SMILES) is O=C=CC=O. The HOMO-LUMO gap comes out at 10.7 eV. The value obtained for the total energy is -7236.6943 eV. The LUMO energy comes out at 0.029 hartree. Its relative energy (zero: lowest compared OMol25 entry of this formula, charge and spin) is 4.8 kcal/mol. The HOMO energy is -9.90 eV. The max |F| is 2.622 eV/A.

Cartesian coordinates (Å):
C  0.12469  -0.62538  0.11995
C  0.62432  0.67909  0.42352
C  -0.81652  -0.54466  -0.75950
O  -1.64162  -0.41284  -1.50909
O  0.35134  1.58120  -0.34332
H  0.19531  -1.42268  0.75015
H  1.16247  0.74527  1.31829